ORCA calculation (ωB97M-V/def2-TZVPD) on a 15-piece molecular cluster, C64H87BrN18O4S overall.

Last column: Löwdin charge in e.
Element x y z (Å)
C: 2.56502 -0.67949 5.24926  -0.01
C: 3.65187 -0.16760 4.47444  -0.13
C: 3.27674 0.26434 2.96412  -0.07
C: 2.71538 -0.75525 1.92182  -0.15
N: 2.51312 -2.18436 2.28913  0.05
C: 2.32291 -0.27109 0.48227  -0.06
C: 1.69865 -1.22390 -0.63620  -0.15
C: 2.66105 -2.42103 -1.10937  -0.23
O: 2.03320 -3.67014 -0.70515  -0.13
C: 2.53282 1.24713 0.16828  -0.03
C: 3.09976 2.27325 1.22925  -0.04
C: 3.48740 1.79446 2.65576  -0.08
C: 4.04894 2.76401 3.82096  -0.14
C: 2.78968 3.14851 4.78209  -0.37
C: 3.43829 3.84012 6.09663  -0.11
C: 1.79501 4.22005 4.11343  -0.09
C: 3.22016 3.80722 0.80666  -0.22
O: 4.29747 4.58421 1.09817  0.03
C: 1.97361 4.34452 -0.03343  -0.06
C: 1.32772 5.74601 0.19421  -0.02
C: 0.08313 6.07801 -0.68213  -0.03
C: -0.48783 5.06702 -1.71911  -0.14
C: -1.80154 5.51056 -2.51717  -0.17
C: -3.18142 5.01689 -1.83792  -0.19
C: -3.02490 4.43132 -0.35484  -0.20
C: -4.39974 3.78093 0.22607  -0.22
C: -5.53021 4.86806 0.56689  -0.20
C: -6.37375 4.29032 1.83172  -0.24
C: -6.72765 2.70981 1.67119  -0.48
S: -7.51213 2.31651 0.03379  0.92
C: -8.48151 0.76065 0.09863  -0.52
N: -8.80382 0.18468 -1.18830  -0.02
N: -9.54940 -0.93315 -0.89413  -0.03
C: -9.70622 -1.07367 0.53258  -0.10
O: -9.01556 0.01744 1.16754  -0.07
C: 0.15612 3.65687 -1.99939  -0.08
C: -0.41499 2.64680 -3.08857  -0.17
C: -1.37913 1.49333 -2.51918  -0.64
C: -2.95913 1.76056 -2.78391  -0.13
Br: -1.09644 1.01820 -0.61225  0.74
C: 1.41303 3.33220 -1.10885  -0.02
C: 2.15484 1.90975 -1.24553  -0.31
O: 2.44450 1.40117 -2.36486  -0.03
H: 1.73554 -1.26375 4.71126  0.07
H: 2.43055 -0.49782 6.36450  0.07
H: 4.70992 -0.01974 4.86539  0.10
H: 1.49732 -2.38014 2.38394  0.09
H: 2.89993 -2.37836 3.22393  0.06
H: 0.76574 -1.70970 -0.15278  0.11
H: 1.27967 -0.63906 -1.53904  0.08
H: 2.63721 -2.42462 -2.26672  0.12
H: 3.74892 -2.31890 -0.78386  0.11
H: 2.50030 -4.06817 0.05965  0.06
H: 4.80367 2.24192 4.50395  0.09
H: 4.45979 3.74974 3.42321  0.10
H: 2.15970 2.23056 5.04318  0.12
H: 4.19077 3.08003 6.51844  0.07
H: 2.66246 4.02210 6.92363  0.08
H: 3.91382 4.85686 5.86265  0.08
H: 1.69046 4.10183 2.98084  0.06
H: 2.06211 5.30665 4.38507  0.08
H: 0.73533 4.04039 4.54341  0.09
H: 1.73078 6.48571 0.96284  0.09
H: -0.40916 7.10276 -0.50989  0.10
H: -1.73584 5.20764 -3.62711  0.10
H: -1.79992 6.66539 -2.52235  0.11
H: -3.78287 4.28351 -2.46987  0.08
H: -3.84081 5.96389 -1.74137  0.11
H: -2.62499 5.27265 0.31044  0.11
H: -2.24904 3.57636 -0.27099  0.06
H: -4.76957 2.92868 -0.44434  0.08
H: -4.07774 3.27422 1.21417  0.08
H: -6.23695 4.92065 -0.34342  0.09
H: -5.05632 5.88647 0.77548  0.11
H: -7.30013 4.91591 2.07110  0.11
H: -5.67551 4.36786 2.74397  0.09
H: -5.79277 2.07235 1.88528  0.05
H: -7.47362 2.46242 2.49971  0.08
H: -10.30954 -1.90519 1.03333  0.13
H: 0.47007 2.19819 -3.67458  0.11
H: -1.04276 3.23992 -3.85770  0.11
H: -1.13374 0.54176 -3.12755  0.09
H: -3.55430 1.85912 -1.81330  0.05
H: -3.38790 0.82666 -3.31667  0.07
H: -3.09290 2.62935 -3.50886  0.07
C: -10.76658 -0.46752 4.12752  -0.07
C: -11.01193 -1.48094 5.20524  -0.26
N: -11.20654 -2.27772 6.05369  0.12
H: -11.68225 -0.30355 3.55708  0.08
H: -10.44981 0.47754 4.57125  0.08
H: -9.98586 -0.82335 3.45356  0.04
C: -5.90149 -0.82986 -5.15799  -0.06
C: -4.47427 -0.78100 -5.61435  -0.24
N: -3.34877 -0.73511 -5.96597  0.13
H: -6.06387 -1.71609 -4.54258  0.08
H: -6.13357 0.05986 -4.56998  0.08
H: -6.56595 -0.86931 -6.02243  0.08
C: -0.86842 -2.92152 -5.76741  -0.10
C: -0.31522 -4.31387 -5.72991  -0.23
N: 0.12074 -5.41070 -5.70038  0.11
H: -1.92146 -2.94767 -6.05124  0.05
H: -0.77670 -2.45876 -4.78356  0.07
H: -0.31824 -2.32230 -6.49509  0.02
C: 1.96597 -7.53680 -0.20590  -0.06
C: 2.40382 -6.88440 1.07039  -0.24
N: 2.74871 -6.36879 2.07444  0.12
H: 1.52589 -8.51201 0.00823  0.08
H: 1.22373 -6.91226 -0.70566  0.08
H: 2.82356 -7.66971 -0.86724  0.08
C: 4.86615 -6.83901 4.93993  -0.08
C: 5.30253 -6.18016 6.21410  -0.26
N: 5.64623 -5.66072 7.21717  0.09
H: 4.42774 -7.81410 5.15743  0.08
H: 4.12244 -6.21877 4.43675  0.04
H: 5.72300 -6.97419 4.27785  0.02
C: 0.35031 -8.57213 -6.52478  -0.10
C: 0.90432 -9.96519 -6.48688  -0.26
N: 1.34048 -11.06165 -6.45706  0.09
H: -0.70272 -8.59912 -6.80889  0.07
H: 0.44165 -8.10888 -5.54186  0.05
H: 0.89999 -7.97346 -7.25213  0.07
C: 6.50084 -2.95473 -2.73353  -0.09
C: 5.99393 -4.19736 -2.06706  -0.22
N: 5.59493 -5.17354 -1.53874  0.13
H: 5.69480 -2.22522 -2.81658  0.04
H: 7.31168 -2.52301 -2.14581  0.06
H: 6.87142 -3.19147 -3.73204  0.08
C: 7.95687 3.16649 1.43472  0.00
C: 6.56533 3.72138 1.35879  0.08
N: 5.46784 4.16171 1.29883  0.11
H: 8.12989 2.72721 2.41918  0.09
H: 8.09025 2.39713 0.67198  0.07
H: 8.68248 3.96410 1.26725  0.10
C: 7.55887 -6.38370 0.82110  -0.07
C: 7.29525 -7.38136 1.90613  -0.23
N: 7.08763 -8.16727 2.76083  0.11
H: 6.65032 -6.22500 0.23808  0.02
H: 7.87279 -5.43399 1.25731  0.08
H: 8.34653 -6.74988 0.16067  0.08
C: 3.51881 0.24644 -5.73863  -0.06
C: 2.39901 -0.58442 -6.28818  -0.21
N: 1.51903 -1.24058 -6.72086  0.14
H: 4.30637 0.34826 -6.48704  0.08
H: 3.15065 1.23820 -5.47122  0.08
H: 3.93254 -0.23114 -4.84904  0.06
C: -7.63293 -3.21594 4.76038  -0.07
C: -6.20062 -3.18965 4.31649  -0.25
N: -5.07264 -3.16900 3.96806  0.12
H: -7.81348 -4.09676 5.37819  0.08
H: -7.85845 -2.32101 5.34255  0.07
H: -8.29079 -3.25048 3.89056  0.07
C: 5.54167 1.50062 -1.41068  -0.04
C: 6.31561 0.67728 -2.39211  -0.20
N: 6.92607 0.01955 -3.15935  0.13
H: 5.39880 0.93935 -0.48499  0.09
H: 6.08446 2.42169 -1.18928  0.07
H: 4.56575 1.75358 -1.82744  0.05
C: -9.91800 3.98920 -2.77719  -0.07
C: -8.48465 4.02458 -3.21319  -0.27
N: -7.35508 4.05103 -3.55456  0.11
H: -10.09687 3.10407 -2.16406  0.06
H: -10.14986 4.88086 -2.19264  0.08
H: -10.57067 3.95574 -3.65089  0.08
C: 10.09993 0.47246 -2.45753  -0.08
C: 10.52950 1.13308 -1.18219  -0.24
N: 10.86790 1.65421 -0.17805  0.10
H: 9.68222 -0.51191 -2.24271  0.07
H: 9.34100 1.08045 -2.95121  0.05
H: 10.95569 0.35856 -3.12501  0.08
C: -4.46282 0.37913 4.95471  -0.05
C: -4.42445 1.60916 4.10007  -0.18
N: -4.39427 2.58069 3.42936  0.14
H: -4.71360 -0.49055 4.34414  0.05
H: -3.48849 0.21939 5.41883  0.08
H: -5.21538 0.49420 5.73654  0.08

**2S+1**: 1



ORCA calculation (ωB97M-V/def2-TZVPD) on H8NaO4 as an isolated structure.

Last column: natural (NBO) charge in e.
Element x y z (Å)
Na: -0.19664 0.09348 0.62476  0.97
O: -2.11851 -1.51064 0.27028  -0.98
H: -3.01626 -1.15184 0.24933  0.49
H: -2.21013 -2.39827 0.64024  0.50
O: 1.24092 -2.05749 0.38274  -0.98
H: 1.05868 -2.96720 0.64784  0.49
H: 2.07399 -2.10347 -0.10342  0.50
O: 0.77483 1.04742 -1.74594  -0.97
H: 0.08430 1.71174 -1.86299  0.48
H: 1.54654 1.39911 -2.20850  0.50
O: 0.30735 2.30491 1.21655  -0.98
H: -0.53546 2.70542 0.95751  0.48
H: 0.99040 2.92681 0.93161  0.51

**Total charge**: +1
**2S+1**: 1
**ΔE to the lowest compared entry with this formula, charge and spin**: 0.3763 eV



Q: Which HOMO-LUMO gap values were calculated for the entries above? A: 5.745; 12.023, in eV.
Q: Which HOMO values were calculated for the entries above? A: -6.0; -15.7, in eV.
Q: Which DFT total energy values were calculated for the entries above? A: -183641.63596; -12732.37049, in eV.